Record 1
Molecular formula: CH6N2O
Method: DFT, ωB97M-V with the def2-TZVPD basis set

Geometry as XYZ:
```
10
Properties=species:S:1:pos:R:3:forces:R:3
C 1.6001 -0.4476 0.0495 3.15 -2.70 -1.01
N 0.0458 1.1884 0.6597 -0.46 2.42 0.10
N 0.4325 0.1023 0.1243 0.17 -1.80 0.66
O -2.2252 -0.4401 -0.7440 -2.24 -2.47 5.12
H 2.5399 0.0168 0.3601 -0.84 0.73 0.18
H 1.9160 -1.5169 -0.3079 -1.92 2.06 0.35
H -2.7357 0.0572 -0.0208 1.51 -0.41 -2.40
H 0.8615 1.7933 0.8382 -0.21 -0.49 0.11
H -0.3950 -0.4572 -0.1051 0.15 -0.24 -0.31
H -1.9228 -0.0096 -1.4722 0.70 2.88 -2.80
```
Forces are in eV/Å.

Values from the calculation:
Highest occupied orbital energy ... -7.72 eV
Charge ... 0
HOMO-LUMO gap ... 0.319 Ha

Charge distribution, Mulliken scheme, values in e: number 1, C, carries -0.326; number 2, N, carries -0.874; number 3, N, carries 0.308; number 4, O, carries -0.732; number 5, H, carries 0.222; number 6, H, carries 0.191; number 7, H, carries 0.362; number 8, H, carries 0.181; number 9, H, carries 0.348; number 10, H, carries 0.320



Record 2
Molecular formula: C35H26ClFIIrN4O4
Method: DFT, ωB97M-V with the def2-TZVPD basis set

Geometry as XYZ:
```
73
Properties=species:S:1:pos:R:3:forces:R:3
Ir -1.0207 0.9152 -0.1693 -0.49 0.48 -0.18
C -1.4702 -0.1613 2.7145 -0.20 0.04 0.06
N -1.1828 0.9898 1.8439 0.12 0.11 0.17
C -0.9877 2.1636 2.3685 0.09 0.14 -0.07
C -0.5851 3.1976 1.5088 -0.11 -0.12 0.01
C -0.2117 4.5356 1.5676 0.00 -0.05 -0.02
C 0.1472 4.8927 0.2626 -0.01 0.07 -0.01
C -0.0146 3.7724 -0.5511 -0.11 -0.01 0.08
N -0.4534 2.7610 0.2103 0.32 -0.23 0.03
C -2.8959 -0.6388 2.6208 0.00 -0.13 0.02
C -3.2606 -1.6229 1.7082 0.08 -0.12 0.11
C -4.5709 -2.0745 1.6548 -0.04 0.00 0.00
C -5.5277 -1.5436 2.5085 0.00 -0.01 -0.01
C -5.1668 -0.5732 3.4328 0.02 0.02 -0.02
C -3.8533 -0.1319 3.4931 -0.06 0.16 -0.14
H -1.2704 0.1932 3.7272 0.01 -0.10 0.04
H -0.7686 -0.9623 2.4941 -0.02 0.05 -0.13
H -1.1046 2.2954 3.4379 0.00 -0.02 0.01
H -0.1997 5.1602 2.4451 -0.01 0.01 0.00
H 0.4851 5.8588 -0.0733 0.01 0.00 0.02
H 0.1493 3.6595 -1.6102 0.02 -0.01 0.00
H -2.5024 -2.0661 1.0735 0.01 0.02 -0.01
H -4.8433 -2.8566 0.9571 0.00 0.00 0.01
H -6.5478 -1.9026 2.4692 -0.01 0.01 -0.01
H -5.9036 -0.1695 4.1143 0.00 0.00 0.00
H -3.5733 0.6211 4.2217 0.00 -0.02 0.02
Cl -7.6292 -0.9363 -1.4480 -0.01 0.00 -0.01
C -6.1732 -0.0630 -1.1185 0.00 -0.04 0.02
C -6.2402 1.1960 -0.5942 -0.05 0.00 0.01
C -5.0720 1.9244 -0.2841 0.04 -0.07 0.01
I -5.2009 3.8358 0.5009 0.02 -0.03 0.01
C -3.8419 1.3569 -0.5054 0.02 -0.15 -0.30
O -2.6915 1.9852 -0.2884 0.13 0.06 0.36
C -3.7749 0.0570 -1.0467 -0.02 0.15 0.06
N -2.5121 -0.4331 -1.1854 0.23 -0.11 0.06
C -2.3563 -1.6537 -1.6589 0.02 0.01 -0.12
C -3.4463 -2.4460 -2.0466 0.07 -0.02 -0.01
C -4.7217 -1.9716 -1.8996 -0.05 0.00 0.05
C -4.9223 -0.6822 -1.3713 0.03 0.09 -0.06
H -7.2064 1.6430 -0.4059 -0.01 -0.01 -0.01
H -1.3512 -2.0410 -1.7306 0.02 -0.01 0.05
H -3.2562 -3.4329 -2.4428 0.00 0.00 0.00
H -5.5764 -2.5801 -2.1635 0.00 0.01 -0.03
C 5.0172 -3.7191 -1.4938 0.00 0.00 0.01
C 5.4459 -2.3953 -0.8781 -0.05 0.04 0.05
C 6.5843 -1.7706 -1.6643 -0.03 0.00 -0.05
C 7.0142 -0.4586 -1.0370 0.02 0.00 0.01
C 5.8406 0.4744 -0.9650 -0.06 0.05 -0.02
C 6.0101 1.8387 -0.9959 0.02 -0.02 -0.01
C 4.9109 2.6927 -0.9443 0.00 0.02 0.00
F 5.1377 4.0111 -0.9664 -0.01 0.00 -0.01
C 3.6317 2.2247 -0.8788 0.03 -0.01 -0.04
C 3.4357 0.8375 -0.8419 0.04 -0.08 -0.02
C 2.0851 0.3162 -0.7346 -0.12 -0.11 0.02
O 1.1148 1.1196 -0.8380 -0.18 -0.20 -0.26
C 1.9571 -1.0716 -0.5244 0.02 0.17 -0.03
C 3.0718 -1.8718 -0.6016 0.05 0.03 -0.04
N 4.3063 -1.4212 -0.8058 0.01 -0.04 -0.02
C 4.5304 -0.0406 -0.8795 0.01 -0.03 0.07
C 0.6538 -1.7222 -0.2535 -0.22 0.15 0.00
O 0.4999 -2.9195 -0.3678 0.11 -0.05 0.02
O -0.3265 -0.9555 0.1880 0.27 -0.10 0.18
H 5.9117 -4.3064 -1.6965 0.00 0.00 0.01
H 4.4956 -3.5588 -2.4386 0.01 0.00 -0.01
H 4.3867 -4.3179 -0.8400 -0.01 0.00 0.01
H 5.7761 -2.5576 0.1524 0.02 0.00 -0.01
H 6.2574 -1.6077 -2.6959 0.02 -0.01 -0.01
H 7.4106 -2.4798 -1.6919 0.00 0.00 0.02
H 7.8174 0.0047 -1.6091 0.00 0.01 0.00
H 7.4039 -0.6386 -0.0303 0.01 -0.01 -0.01
H 7.0026 2.2660 -1.0624 0.00 0.00 0.00
H 2.7834 2.8938 -0.8469 0.01 0.00 0.02
H 2.9398 -2.9379 -0.5000 -0.02 -0.01 -0.01
```
Forces are in eV/Å.

Values from the calculation:
Spin multiplicity ... 2
<S²> ... 0.76
Highest occupied orbital energy (alpha / beta) ... -10.41 / -10.47 eV
Charge ... +1
HOMO-LUMO gap (alpha / beta) ... 0.247 / 0.219 Ha

Charge distribution, Mulliken scheme, values in e: number 1, Ir, carries 2.006; number 2, C, carries -1.642; number 3, N, carries 0.228; number 4, C, carries -0.036; number 5, C, carries -0.106; number 6, C, carries -0.955; number 7, C, carries -0.652; number 8, C, carries -0.618; number 9, N, carries 0.797; number 10, C, carries 0.810; number 11, C, carries 0.003; number 12, C, carries -0.689; number 13, C, carries -0.643; number 14, C, carries -0.780; number 15, C, carries -0.469; number 16, H, carries 0.779; number 17, H, carries 0.176; number 18, H, carries 0.515; number 19, H, carries 0.512; number 20, H, carries 0.486; number 21, H, carries 0.548; number 22, H, carries 0.437; number 23, H, carries 0.541; number 24, H, carries 0.446; number 25, H, carries 0.412; number 26, H, carries 0.396; number 27, Cl, carries -0.252; number 28, C, carries 0.761; number 29, C, carries -0.400; number 30, C, carries -0.246; number 31, I, carries 0.098; number 32, C, carries 0.075; number 33, O, carries -0.794; number 34, C, carries 0.246; number 35, N, carries -0.464; number 36, C, carries -0.221; number 37, C, carries -1.034; number 38, C, carries -0.651; number 39, C, carries 0.076; number 40, H, carries 0.439; number 41, H, carries 0.574; number 42, H, carries 0.458; number 43, H, carries 0.477; number 44, C, carries -1.761; number 45, C, carries 0.478; number 46, C, carries -0.980; number 47, C, carries -1.021; number 48, C, carries 1.009; number 49, C, carries -0.740; number 50, C, carries 0.199; number 51, F, carries -0.345; number 52, C, carries -0.991; number 53, C, carries 0.768; number 54, C, carries 1.301; number 55, O, carries -0.886; number 56, C, carries -0.216; number 57, C, carries -0.312; number 58, N, carries 0.202; number 59, C, carries -0.894; number 60, C, carries -0.104; number 61, O, carries -0.690; number 62, O, carries -0.266; number 63, H, carries 0.425; number 64, H, carries 0.403; number 65, H, carries 0.517; number 66, H, carries 0.138; number 67, H, carries 0.343; number 68, H, carries 0.387; number 69, H, carries 0.468; number 70, H, carries 0.327; number 71, H, carries 0.529; number 72, H, carries 0.507; number 73, H, carries 0.565



Record 3
Molecular formula: C12H24BBrFN4O3
Method: DFT, ωB97M-V with the def2-TZVPD basis set

Geometry as XYZ:
```
46
Properties=species:S:1:pos:R:3:forces:R:3
C -3.1594 -2.6810 -1.8084 0.06 -0.12 0.14
C -3.2288 -1.4172 -0.9509 0.39 -0.50 -0.97
C -1.8766 -0.7168 -0.9638 0.01 -0.18 0.50
C -1.8636 0.6582 -0.2966 -0.01 0.03 0.08
C -2.5935 0.6154 1.0472 0.24 -0.04 -0.29
C -0.4465 1.2827 -0.1738 -1.51 -1.02 0.00
O -0.5393 2.6388 0.0934 0.57 0.54 -0.13
C 0.2303 1.2250 -1.5567 0.01 0.59 -0.03
N 1.2000 0.1093 -1.5558 0.30 -0.11 0.44
O 1.6512 -0.1737 -2.8916 -0.03 0.20 -0.11
C 1.4092 -1.4284 -3.1758 -0.93 -3.95 -0.40
N 1.1336 -2.5735 -3.3230 0.95 3.86 0.42
C 2.3178 0.4696 -0.6295 0.26 0.37 0.24
Br 3.8729 -0.6372 -0.8517 -0.26 -0.07 -0.06
C 1.7101 0.5559 0.8247 0.57 -1.17 0.27
B 2.1752 -0.7778 1.6448 0.28 -0.51 0.17
N 1.7024 -2.1072 1.3020 -0.57 0.96 -0.84
O 3.0149 -0.6680 2.7069 -0.34 0.79 -0.04
C 2.3031 1.8238 1.4335 -0.97 0.40 -0.22
C 1.7869 2.1611 2.8106 0.36 0.27 -0.26
F 3.6702 1.7044 1.3911 0.62 -0.23 0.01
N 0.2542 0.5420 0.8469 0.66 0.38 -0.57
H -2.7654 -3.5258 -1.2555 0.10 -0.18 0.17
H -2.5120 -2.5456 -2.6660 0.11 0.10 -0.31
H -4.1322 -2.9650 -2.1836 -0.28 -0.09 -0.01
H -3.5292 -1.7057 0.0440 -0.28 0.28 0.33
H -3.9519 -0.7648 -1.4243 -0.35 0.35 0.28
H -1.5714 -0.6832 -2.0046 0.14 0.22 -0.31
H -1.1668 -1.3939 -0.4682 0.11 -0.14 0.14
H -2.4173 1.3360 -0.9383 -0.03 0.25 -0.26
H -3.6532 0.6699 0.8594 -0.39 -0.05 0.09
H -2.3333 1.4347 1.7050 0.05 0.19 0.17
H -2.3938 -0.3153 1.5644 0.06 -0.15 0.28
H -1.0115 2.7725 0.9184 -0.15 0.01 0.23
H 0.7451 2.1596 -1.7334 0.49 0.04 -0.04
H -0.4667 1.1015 -2.3672 -0.28 -0.31 -0.20
H 0.7664 -0.7503 -1.1903 -0.21 -0.06 -0.16
H 2.6227 1.4627 -0.9171 0.20 0.21 -0.34
H 2.4352 -2.7042 0.9446 0.16 -0.41 0.55
H 0.9572 -2.1452 0.6136 -0.05 -0.24 0.07
H 2.6563 -1.1559 3.4513 0.45 -0.60 0.20
H 2.0681 2.6473 0.7606 -0.05 0.29 -0.08
H 2.6205 2.5557 3.3725 0.25 -0.03 0.31
H 1.0814 2.9730 2.7237 -0.44 0.09 0.09
H 1.3505 1.3235 3.3282 -0.12 -0.21 0.20
H -0.1232 -0.3872 0.9392 -0.16 -0.05 0.23
```
Forces are in eV/Å.

Values from the calculation:
Highest occupied orbital energy ... -13.58 eV
Charge ... +1
Structure (SMILES) ... CCC[C@@H](C)[C@]1(O)C[N@@H+](OC#N)[C@H](Br)[C@@](B(N)O)([C@@H](C)F)N1
HOMO-LUMO gap ... 0.359 Ha

Charge distribution, Mulliken scheme, values in e: number 1, C, carries -1.444; number 2, C, carries -0.545; number 3, C, carries -0.281; number 4, C, carries 0.412; number 5, C, carries -1.791; number 6, C, carries 1.100; number 7, O, carries -0.644; number 8, C, carries -2.068; number 9, N, carries 0.655; number 10, O, carries -0.341; number 11, C, carries 0.573; number 12, N, carries -0.365; number 13, C, carries -0.911; number 14, Br, carries -0.033; number 15, C, carries -0.053; number 16, B, carries 0.736; number 17, N, carries -0.563; number 18, O, carries -0.584; number 19, C, carries 0.069; number 20, C, carries -1.605; number 21, F, carries -0.385; number 22, N, carries -0.351; number 23, H, carries 0.327; number 24, H, carries 0.366; number 25, H, carries 0.416; number 26, H, carries 0.403; number 27, H, carries 0.432; number 28, H, carries 0.299; number 29, H, carries 0.089; number 30, H, carries 0.508; number 31, H, carries 0.513; number 32, H, carries 0.405; number 33, H, carries 0.331; number 34, H, carries 0.547; number 35, H, carries 0.421; number 36, H, carries 0.477; number 37, H, carries 0.224; number 38, H, carries 0.675; number 39, H, carries 0.287; number 40, H, carries 0.192; number 41, H, carries 0.332; number 42, H, carries 0.637; number 43, H, carries 0.494; number 44, H, carries 0.370; number 45, H, carries 0.273; number 46, H, carries 0.399



Record 4
Molecular formula: C3H7ClN2
Method: DFT, ωB97M-V with the def2-TZVPD basis set

Geometry as XYZ:
```
13
Properties=species:S:1:pos:R:3:forces:R:3
C -2.8694 0.0270 -1.8303 -1.21 -0.33 -1.07
N -2.0986 0.1627 -0.6275 -0.14 -0.25 1.87
N -0.7582 -0.0395 -0.7322 -0.21 -0.16 0.02
C -0.1336 -0.3098 0.3456 0.68 0.54 -2.29
C 1.3132 -0.6090 0.2443 0.37 -1.08 0.14
Cl 2.3174 0.4262 1.3030 0.01 0.01 0.32
H -2.8671 -1.0018 -2.2614 0.18 0.44 0.28
H -3.9608 0.2462 -1.6257 1.32 0.03 -0.08
H -2.5031 0.7095 -2.6416 -0.27 -0.45 0.95
H -2.4736 -0.2528 0.2724 0.09 0.67 -1.73
H -0.6321 -0.3244 1.2673 -0.58 -0.20 1.57
H 1.7349 -0.4562 -0.7552 -0.57 -0.19 0.18
H 1.4431 -1.6779 0.5546 0.33 0.95 -0.17
```
Forces are in eV/Å.

Values from the calculation:
Highest occupied orbital energy ... -8.64 eV
Charge ... 0
Structure (SMILES) ... CN/N=C/CCl
HOMO-LUMO gap ... 0.354 Ha

Charge distribution, Mulliken scheme, values in e: number 1, C, carries -0.658; number 2, N, carries -0.155; number 3, N, carries -0.331; number 4, C, carries -0.265; number 5, C, carries -0.326; number 6, Cl, carries -0.209; number 7, H, carries 0.282; number 8, H, carries 0.284; number 9, H, carries 0.216; number 10, H, carries 0.278; number 11, H, carries 0.372; number 12, H, carries 0.267; number 13, H, carries 0.246



Which ΔE to the lowest compared entry with this formula, charge and spin belongs to each record? In order, 3.583 2.568 0.000 1.651 eV.
Which molar mass belongs to each record? In order, 62.1 940.2 382.1 106.6 Da.